# 1
# C5H6O2

C5H6O2 in the gas phase in a non-equilibrium geometry (ωB97M-V with the def2-TZVPD basis set, OMol25).

The geometry in XYZ format:
```
13
C5H6O2 (ωB97M-V with the def2-TZVPD basis set)
C 1.01 -0.91 -1.18
C 0.09 -0.32 -0.12
C -1.37 0.28 -0.11
C -0.15 1.05 0.35
C 0.15 0.53 1.75
O 0.08 0.85 2.90
O 0.31 -0.79 1.24
H 0.98 -2.00 -1.17
H 2.07 -0.63 -1.05
H 0.69 -0.57 -2.17
H -2.02 -0.25 0.58
H -1.98 0.83 -0.83
H 0.15 1.92 -0.22
```

Computed properties:
Electronic energy in eV: -9375.1768
SMILES: C[C@]12C[C@H]1C(=O)O2
Net charge: 0

In the natural (NBO) picture, each atom carries the following charge in e: -0.633 0.266 -0.425 -0.381 0.802 -0.524 -0.504 0.234 0.225 0.226 0.233 0.238 0.244



# 2
# C50H45Cl15NO5P

A 8-piece molecular cluster, C50H45Cl15NO5P overall (ωB97M-V with the def2-TZVPD basis set, OMol25).

The geometry in XYZ format:
```
117
C50H45Cl15NO5P (ωB97M-V with the def2-TZVPD basis set)
C 5.84 -0.77 1.76
C 6.28 -2.04 1.02
C 5.27 -2.63 -0.01
C 4.07 -1.75 -0.36
C 2.99 -2.53 -1.16
C 1.60 -2.60 -0.50
N 1.14 -3.99 -0.22
C -0.29 -4.08 -0.25
O -0.88 -4.46 -1.20
O -0.92 -3.77 0.93
C -1.39 -2.42 1.05
O -1.88 -1.92 -0.15
O -3.23 -2.42 -0.26
P 1.78 -4.95 1.05
O 3.13 -5.42 0.26
Cl 2.62 -3.54 2.36
H 5.79 0.09 1.10
H 6.53 -0.57 2.57
H 4.86 -0.94 2.22
H 7.24 -1.85 0.52
H 6.50 -2.80 1.77
H 5.81 -2.81 -0.94
H 4.94 -3.61 0.32
H 3.60 -1.32 0.52
H 4.42 -0.93 -0.99
H 3.34 -3.54 -1.38
H 2.87 -2.05 -2.14
H 1.57 -1.99 0.41
H 0.89 -2.18 -1.20
H -2.19 -2.41 1.79
H -0.58 -1.74 1.34
H -3.68 -1.63 -0.61
H 3.80 -5.73 0.89
Cl -0.51 0.11 -6.21
C -1.68 -0.84 -5.37
C -2.99 -0.87 -5.84
C -3.95 -1.62 -5.18
C -3.60 -2.36 -4.06
C -2.30 -2.34 -3.58
C -1.34 -1.58 -4.24
Cl 0.27 -1.55 -3.61
H -3.25 -0.29 -6.72
H -4.96 -1.64 -5.55
H -4.34 -2.96 -3.54
H -2.02 -2.91 -2.71
Cl -4.12 0.49 0.55
C -5.49 -0.01 1.48
C -6.76 0.27 1.01
C -7.87 -0.12 1.73
C -7.72 -0.79 2.94
C -6.45 -1.07 3.42
C -5.33 -0.68 2.69
Cl -3.76 -1.02 3.33
H -6.87 0.80 0.07
H -8.86 0.11 1.36
H -8.58 -1.09 3.51
H -6.31 -1.59 4.36
Cl -6.23 2.85 3.72
C -6.20 4.01 2.44
C -5.37 3.79 1.35
C -5.33 4.69 0.30
C -6.12 5.83 0.33
C -6.95 6.06 1.42
C -6.99 5.15 2.47
Cl -8.04 5.47 3.81
H -4.75 2.91 1.29
H -4.67 4.49 -0.53
H -6.11 6.53 -0.49
H -7.58 6.94 1.46
Cl 11.13 -3.12 1.54
C 11.10 -1.83 0.38
C 11.88 -1.95 -0.77
C 11.87 -0.93 -1.71
C 11.09 0.20 -1.51
C 10.32 0.31 -0.36
C 10.33 -0.70 0.59
Cl 9.36 -0.52 2.00
H 12.48 -2.83 -0.91
H 12.48 -1.03 -2.60
H 11.08 0.99 -2.24
H 9.71 1.19 -0.20
Cl 12.93 3.87 -3.15
C 12.14 4.43 -1.72
C 12.90 5.00 -0.71
C 12.29 5.45 0.45
C 10.92 5.33 0.60
C 10.16 4.75 -0.40
C 10.76 4.30 -1.56
Cl 9.79 3.57 -2.79
H 13.97 5.09 -0.85
H 12.89 5.90 1.23
H 10.44 5.68 1.51
H 9.09 4.65 -0.29
Cl -11.45 -1.22 7.56
C -10.69 -2.55 6.78
C -10.11 -3.55 7.56
C -9.49 -4.63 6.95
C -9.45 -4.72 5.57
C -10.03 -3.73 4.79
C -10.65 -2.65 5.40
Cl -11.34 -1.42 4.40
H -10.15 -3.47 8.63
H -9.04 -5.40 7.56
H -8.97 -5.57 5.09
H -10.00 -3.79 3.71
Cl -5.47 6.09 -3.57
C -4.65 4.77 -4.32
C -3.76 5.02 -5.35
C -3.09 3.98 -5.97
C -3.31 2.67 -5.55
C -4.20 2.41 -4.52
C -4.87 3.46 -3.90
Cl -5.97 3.10 -2.62
H -3.60 6.04 -5.67
H -2.40 4.19 -6.77
H -2.78 1.85 -6.02
H -4.37 1.40 -4.19
```

Computed properties:
Electronic energy in eV: -261432.9206
SMILES: CCCCCCN(C(=O)OCOO)P(O)Cl.Clc1ccccc1Cl.Clc1ccccc1Cl.Clc1ccccc1Cl.Clc1ccccc1Cl.Clc1ccccc1Cl.Clc1ccccc1Cl.Clc1ccccc1Cl
Net charge: 0

Atom charges from the Löwdin analysis, given in e for atoms 1 to 99: -0.135 -0.255 -0.216 -0.219 -0.169 -0.223 -0.223 -0.586 0.180 -0.005 -0.206 -0.126 -0.035 0.626 -0.345 0.245 0.075 0.037 0.058 0.072 0.101 0.111 0.068 0.073 0.112 0.100 0.088 0.075 0.053 0.079 0.143 0.041 0.046 0.682 -0.682 -0.133 -0.083 -0.070 -0.091 -0.652 0.737 0.105 0.108 0.111 0.083 0.746 -0.662 -0.108 -0.071 -0.074 -0.102 -0.673 0.725 0.105 0.111 0.072 0.110 0.701 -0.672 -0.116 -0.111 -0.081 -0.106 -0.687 0.671 0.050 0.079 0.089 0.105 0.672 -0.688 -0.109 -0.077 -0.081 -0.103 -0.676 0.711 0.106 0.107 0.074 0.101 0.674 -0.690 -0.107 -0.079 -0.080 -0.110 -0.689 0.681 0.107 0.107 0.107 0.107 0.679 -0.689 -0.107 -0.081 -0.081 -0.115



# 3
# C6H9NO

A 2-piece molecular cluster, C6H9NO overall in a non-equilibrium geometry (ωB97M-V with the def2-TZVPD basis set, OMol25).

The geometry in XYZ format:
```
17
C6H9NO (ωB97M-V with the def2-TZVPD basis set)
N -1.37 1.85 -0.64
C -0.23 1.12 -0.97
C 0.74 1.80 -1.72
C 2.03 1.25 -1.85
C 2.24 -0.07 -1.41
C 1.34 -0.69 -0.52
C 0.11 -0.10 -0.41
H -2.24 1.40 -0.46
H -1.31 2.85 -0.52
H 0.59 2.77 -2.19
H 2.86 1.92 -2.00
H 3.23 -0.46 -1.68
H 1.69 -1.53 0.06
H -0.76 -0.54 0.09
H -3.23 -3.25 5.26
H -2.96 -4.29 4.04
O -2.73 -4.01 4.94
```

Computed properties:
Spin multiplicity: 2
Electronic energy in eV: -9903.4244
Net charge: -1

In the natural (NBO) picture, each atom carries the following charge in e: -0.885 0.092 -0.277 -0.220 -0.258 -0.249 -0.467 0.372 0.376 0.193 0.200 0.190 0.217 0.178 0.416 0.380 -1.259